# C55H57MgN4O3P2SSe2

C55H57MgN4O3P2SSe2 as an isolated structure (wB97M-V/def2-TZVPD, the Open Molecules 2025 dataset).

Atoms and positions in Å:
1 Mg -0.01497 -0.02920 -1.93043
2 C -5.68392 -4.25008 0.68468
3 C -5.42025 -2.76992 0.37454
4 C -6.75154 -2.00964 0.29976
5 C -4.59565 -2.19370 1.52503
6 C -4.71199 -2.66522 -0.96676
7 C -5.33621 -3.22502 -2.08881
8 C -4.74655 -3.20480 -3.33286
9 C -3.51020 -2.60068 -3.45795
10 S -2.53566 -2.45043 -4.87944
11 C -1.33651 -1.58900 -3.91173
12 N -1.65861 -1.43522 -2.66915
13 C -2.86579 -1.99448 -2.36170
14 C -3.49017 -2.03270 -1.11562
15 C -0.09964 -1.20096 -4.51934
16 C 0.13252 -1.49106 -5.86950
17 C 1.36815 -1.24070 -6.42133
18 C 2.36663 -0.69542 -5.62219
19 C 2.10704 -0.37790 -4.29823
20 C 0.86884 -0.60315 -3.70245
21 H -6.17100 -4.35066 1.65309
22 H -4.74080 -4.78988 0.71260
23 H -6.32212 -4.71296 -0.06327
24 H -7.27146 -2.06499 1.25397
25 H -7.40388 -2.42191 -0.46530
26 H -6.57610 -0.96189 0.06639
27 H -5.10930 -2.37285 2.46764
28 H -4.45832 -1.12083 1.41776
29 H -3.62183 -2.67401 1.57416
30 H -6.30741 -3.68717 -1.99151
31 H -5.22999 -3.63869 -4.19572
32 H -2.98890 -1.57424 -0.28164
33 H -0.65388 -1.93211 -6.47385
34 H 1.56175 -1.47786 -7.45989
35 H 3.34826 -0.51316 -6.04589
36 H 2.90379 0.04505 -3.69883
37 Se 5.36279 -1.48687 2.74016
38 P 4.18318 0.22354 2.40595
39 C 3.30602 0.73078 3.93544
40 C 2.76509 2.00397 4.07301
41 C 2.15984 2.37326 5.25990
42 C 2.07996 1.47648 6.31282
43 C 2.61390 0.20663 6.17688
44 C 3.23349 -0.16023 4.99665
45 C 5.21031 1.66713 1.97175
46 C 4.65050 2.83144 1.45787
47 C 5.45765 3.91935 1.18261
48 C 6.82573 3.84692 1.39401
49 C 7.38811 2.67891 1.88086
50 C 6.58099 1.59584 2.17713
51 C 3.00200 0.09193 1.06738
52 C 1.78426 -0.57554 0.84192
53 N 1.49493 -0.38053 -0.45357
54 N 2.44604 0.34778 -0.97958
55 N 3.35955 0.64255 -0.10595
56 P 0.81749 -1.67027 1.86808
57 Se -0.70884 -2.75281 0.91403
58 C 0.09869 -0.74837 3.25700
59 C 0.03213 0.63695 3.24712
60 C -0.63920 1.29604 4.26212
61 C -1.22890 0.57887 5.28836
62 C -1.19047 -0.80712 5.28153
63 C -0.54862 -1.47177 4.25433
64 C 2.05288 -2.84875 2.48440
65 C 2.25372 -3.18487 3.81356
66 C 3.18737 -4.15511 4.13303
67 C 3.90703 -4.79103 3.13607
68 C 3.69311 -4.46539 1.80733
69 C 2.76168 -3.50228 1.48087
70 H 2.82303 2.71194 3.26082
71 H 1.74829 3.36752 5.36629
72 H 1.60963 1.77070 7.24053
73 H 2.55894 -0.49508 6.99739
74 H 3.68497 -1.13731 4.89465
75 H 3.59324 2.87864 1.24629
76 H 5.01824 4.82605 0.79156
77 H 7.45438 4.69714 1.16704
78 H 8.45793 2.60800 2.02484
79 H 7.01519 0.68060 2.55793
80 H 0.48386 1.18901 2.43567
81 H -0.71100 2.37412 4.24895
82 H -1.73560 1.09782 6.09014
83 H -1.67649 -1.36872 6.06725
84 H -0.56317 -2.55272 4.20354
85 H 1.70328 -2.67897 4.59466
86 H 3.36104 -4.40572 5.16946
87 H 4.64443 -5.53564 3.39539
88 H 4.26124 -4.94694 1.02602
89 H 2.58798 -3.23796 0.44504
90 O 1.32513 -3.25878 -2.15187
91 H 1.73198 -2.39576 -2.27654
92 H 0.71360 -3.16855 -1.41397
93 O -0.99427 0.80190 0.33347
94 H -1.05791 1.25225 -0.53749
95 H -1.85389 0.39583 0.46228
96 C -3.63498 0.97119 -4.10743
97 C -3.72671 1.98999 -2.96834
98 C -3.75218 1.30477 -1.60436
99 C -2.60976 3.00460 -3.11771
100 C -2.95266 4.19603 -3.73797
101 C -2.02641 5.19447 -3.96310
102 C -0.74072 5.00285 -3.49577
103 C -0.35061 3.83606 -2.86230
104 C 1.07483 3.77445 -2.35618
105 C 1.13653 3.45971 -0.86162
106 C 1.90197 2.76867 -3.15067
107 C -1.26650 2.75830 -2.72353
108 O -0.89583 1.59956 -2.22682
109 H -4.29815 0.12521 -3.92748
110 H -2.60995 0.62069 -4.19144
111 H -3.90814 1.43885 -5.05203
112 H -4.67692 2.53007 -3.07808
113 H -2.93344 0.59911 -1.54710
114 H -4.68877 0.76276 -1.47129
115 H -3.66050 2.04387 -0.80914
116 H -3.98043 4.34645 -4.05063
117 H -2.30511 6.11177 -4.46466
118 H -0.00603 5.78859 -3.62406
119 H 1.51858 4.77097 -2.50189
120 H 0.70179 2.48360 -0.67428
121 H 0.59518 4.20670 -0.27956
122 H 2.17624 3.43973 -0.53778
123 H 1.47191 1.78113 -3.03046
124 H 2.92734 2.75042 -2.78530
125 H 1.89870 3.03006 -4.20765

Kohn-Sham gap ... 7.37 eV
Spin multiplicity ... 1
LUMO ... 0.082 Ha
Charge ... -1
Relative energy (zero: lowest compared OMol25 entry of this formula, charge and spin) ... 0.0 kJ/mol

Mulliken atomic charge list, values in e, 4 entries: number 1, Mg, carries 2.36; number 2, C, carries -1.81; number 3, C, carries 2.05; number 4, C, carries -1.73

# C55H57N9O17S

A 8-piece molecular cluster, C55H57N9O17S overall (wB97M-V/def2-TZVPD, the Open Molecules 2025 dataset).

Atoms and positions in Å:
1 C -7.47753 3.25234 -2.97652
2 C -7.70388 4.06064 -1.73517
3 C -6.45240 4.75104 -0.89018
4 O -5.25171 4.16973 -0.82855
5 O -6.75844 6.06769 -0.24992
6 C -5.88101 7.00694 -1.02416
7 C -4.54168 7.22973 -0.08564
8 C -3.18484 7.45568 -1.03636
9 C -1.85819 7.69401 -0.11006
10 C -0.48671 6.97322 -0.62143
11 C -0.30176 6.83708 -2.23856
12 N -0.08070 5.36866 -2.55674
13 C -1.33785 4.54234 -2.42238
14 C -2.27941 4.60272 -3.80254
15 O -1.66142 5.47272 -4.82561
16 C -2.63321 6.47487 -5.30603
17 N -0.96535 3.05318 -2.26003
18 C -2.01600 2.51261 -1.50769
19 S -2.80755 1.57349 -0.28329
20 H -6.56024 2.52543 -2.97580
21 H -8.15820 3.32981 -3.94774
22 H -8.78842 4.22102 -1.26615
23 H -6.46558 8.02418 -1.18891
24 H -5.66015 6.57353 -2.08865
25 H -4.34563 6.25820 0.53673
26 H -4.63576 8.18104 0.61720
27 H -3.07649 6.65239 -1.87923
28 H -3.39108 8.49070 -1.59477
29 H -2.11106 7.22160 0.95761
30 H -1.67564 8.84497 0.10261
31 H -0.35046 5.90616 -0.11203
32 H 0.41750 7.63310 -0.20630
33 H -1.11357 7.36555 -2.89256
34 H 0.72879 7.37936 -2.50516
35 H 0.60618 4.96120 -1.85881
36 H -1.99551 4.79263 -1.47534
37 H -3.39724 4.91072 -3.56181
38 H -2.32348 3.52167 -4.26639
39 H -3.35520 6.06979 -6.15030
40 H -3.31837 6.90092 -4.44933
41 H -2.03837 7.38697 -5.74599
42 C -5.24787 -1.47712 1.89603
43 C -4.77426 -0.16673 1.97791
44 C -5.28982 0.70498 2.93901
45 C -6.28073 0.25044 3.82007
46 C -6.76349 -1.06226 3.73508
47 C -6.24223 -1.92397 2.76792
48 N -6.80854 1.15429 4.84912
49 O -6.36954 2.31362 4.87979
50 O -7.65938 0.70548 5.63059
51 H -4.83880 -2.15482 1.14865
52 H -4.00021 0.17460 1.29388
53 H -4.91013 1.72311 2.98994
54 H -7.53578 -1.42666 4.40927
55 H -6.60826 -2.94577 2.69590
56 C 0.85109 -1.30386 2.17906
57 C -0.51419 -1.10006 2.38547
58 C -1.40872 -2.16362 2.25111
59 C -0.92234 -3.43392 1.91263
60 C 0.44688 -3.63963 1.69730
61 C 1.33147 -2.56768 1.83179
62 N -1.85459 -4.56153 1.79484
63 O -3.06049 -4.33507 1.97433
64 O -1.38235 -5.67565 1.52694
65 H 1.54537 -0.47273 2.29050
66 H -0.88112 -0.11184 2.65442
67 H -2.46971 -1.98847 2.41536
68 H 0.83738 -4.61914 1.42929
69 H 2.39656 -2.71787 1.66968
70 C 2.41898 -10.25302 2.08073
71 C 2.51661 -9.79530 0.76578
72 C 2.60013 -8.42606 0.50577
73 C 2.58957 -7.52014 1.57533
74 C 2.48389 -7.97650 2.89595
75 C 2.39812 -9.34804 3.14336
76 N 2.70273 -6.08094 1.31003
77 O 2.77529 -5.71568 0.12723
78 O 2.72344 -5.31417 2.28352
79 H 2.35978 -11.32188 2.27882
80 H 2.53075 -10.50672 -0.05716
81 H 2.67579 -8.08535 -0.52454
82 H 2.46957 -7.28424 3.73518
83 H 2.31884 -9.71240 4.16521
84 C -3.56031 -8.90172 5.99084
85 C -2.52816 -9.59646 6.62341
86 C -1.22572 -9.09428 6.59395
87 C -0.96783 -7.88760 5.92899
88 C -2.00074 -7.19202 5.28656
89 C -3.29872 -7.70560 5.32041
90 N 0.39455 -7.34148 5.91619
91 O 1.28442 -7.99598 6.47963
92 O 0.57614 -6.25579 5.34668
93 H -4.57525 -9.29436 6.02133
94 H -2.73965 -10.52880 7.14261
95 H -0.43241 -9.64758 7.09182
96 H -1.81379 -6.25699 4.76262
97 H -4.10794 -7.17150 4.82731
98 C 6.36658 -1.45734 0.42435
99 C 6.84019 -0.14695 0.50622
100 C 6.32463 0.72476 1.46733
101 C 5.33372 0.27022 2.34839
102 C 4.85096 -1.04248 2.26340
103 C 5.37222 -1.90419 1.29624
104 N 4.80591 1.17407 3.37744
105 O 5.24491 2.33340 3.40811
106 O 3.95507 0.72526 4.15891
107 H 6.77565 -2.13504 -0.32303
108 H 7.61424 0.19438 -0.17780
109 H 6.70431 1.74289 1.51827
110 H 4.07866 -1.40688 2.93759
111 H 5.00619 -2.92599 1.22422
112 C 13.17990 0.57328 -1.73043
113 C 11.93375 0.92964 -2.24838
114 C 10.88840 1.26758 -1.38673
115 C 11.10436 1.24963 -0.00188
116 C 12.35213 0.88481 0.52103
117 C 13.38910 0.54611 -0.35054
118 N 10.01693 1.62847 0.90832
119 O 8.92230 1.92668 0.40776
120 O 10.25665 1.63249 2.12428
121 H 13.99357 0.31603 -2.40642
122 H 11.77801 0.94702 -3.32495
123 H 9.92322 1.54311 -1.80609
124 H 12.53209 0.86185 1.59380
125 H 14.36227 0.26446 0.04551
126 C -0.82048 1.53717 -9.52126
127 C -2.06663 1.89353 -10.03921
128 C -3.11197 2.23147 -9.17756
129 C -2.89602 2.21352 -7.79271
130 C -1.64824 1.84870 -7.26980
131 C -0.61127 1.51000 -8.14137
132 N -3.98345 2.59236 -6.88251
133 O -5.07807 2.89057 -7.38307
134 O -3.74373 2.59638 -5.66655
135 H -0.00681 1.27992 -10.19725
136 H -2.22236 1.91091 -11.11578
137 H -4.07715 2.50700 -9.59692
138 H -1.46828 1.82574 -6.19703
139 H 0.36190 1.22835 -7.74532

Kohn-Sham gap ... 7.87 eV
Spin multiplicity ... 1
LUMO ... -0.034 Ha
SMILES ... C=CC(=O)OCCCCCCN[C@@H](COC)N=C=S.O=[N+]([O-])c1ccccc1.O=[N+]([O-])c1ccccc1.O=[N+]([O-])c1ccccc1.O=[N+]([O-])c1ccccc1.O=[N+]([O-])c1ccccc1.O=[N+]([O-])c1ccccc1.O=[N+]([O-])c1ccccc1

Mulliken atomic charge list, values in e, 4 entries: number 1, C, carries -0.50; number 2, C, carries -0.28; number 3, C, carries 0.58; number 4, O, carries -0.42

Q: Which E_HOMO values were calculated for the entries above? A: -5.1447 -8.7919, in eV.
Q: Which total energy values were calculated for the entries above? A: -235621.367 -116982.178, in eV.
Q: Which max |F| values were calculated for the entries above? A: 1.4 8.7, in eV/Å.